1.
ORCA calculation (wB97M-V/def2-TZVPD) on a gas-phase ion, C6H11N2O (charge +1).

Properties
* relative energy (zero: lowest compared OMol25 entry of this formula, charge and spin): 1.188 eV
* HOMO (alpha / beta): -12.869 / -16.262 eV
* gap between HOMO and LUMO (alpha / beta): 10.2 / 8.7 eV
* lowest unoccupied orbital energy (alpha / beta): -2.7 / -7.6 eV
* multiplicity: 3
* charge: +1

The geometry in XYZ format:
```
20
Properties=species:S:1:pos:R:3:forces:R:3:lowdin_charge:R:1
C -1.13045 -0.01522 -0.14456 0.8 -1.0 0.1 -0.293
C -2.22557 -0.50141 -0.87862 -2.5 -0.2 -0.2 -0.007
C 0.94346 0.33261 0.71800 0.0 0.7 -1.6 -0.516
C -2.25512 -1.50800 -1.90590 1.8 0.1 -1.5 -0.069
C 1.78181 1.32680 -0.10222 2.3 0.5 -1.2 0.013
C 1.83170 -0.54376 1.54344 -0.4 3.8 1.0 0.053
N -1.41835 0.93321 0.73766 4.6 1.0 2.7 0.220
N -0.07035 1.05966 1.42600 -4.3 -4.0 -5.2 0.223
O 0.15572 -0.52180 -0.18743 -2.2 2.0 0.4 0.119
H -3.31222 -0.17328 -0.69128 2.3 0.3 0.5 0.170
H -1.40194 -2.18284 -1.86298 -0.2 -0.5 0.3 0.094
H -1.99597 -0.97906 -2.87519 -0.8 -0.4 0.5 0.138
H -3.21677 -1.99609 -1.94486 0.0 -0.2 -0.3 0.093
H 2.41393 2.01266 0.54760 -0.7 -1.2 -0.4 0.124
H 1.27111 2.02898 -0.74556 -0.9 -0.1 0.0 0.086
H 2.48965 0.77564 -0.83028 -1.0 0.6 1.5 0.140
H 1.17531 -0.77031 2.33046 0.0 -1.9 1.3 0.097
H 2.62123 0.13786 1.88065 -0.2 -0.1 0.6 0.114
H 2.35801 -1.15309 0.91921 0.7 -2.7 -1.3 0.083
H -0.01517 1.73744 2.06587 0.6 3.3 3.1 0.118
```
Forces are in eV/Å.


2.
ORCA calculation (wB97M-V/def2-TZVPD) on a gas-phase ion, C6H11N2O2 (charge +1).

Properties
* relative energy (zero: lowest compared OMol25 entry of this formula, charge and spin): 2.549 eV
* HOMO: -12.700 eV
* gap between HOMO and LUMO: 9.0 eV
* lowest unoccupied orbital energy: -3.7 eV
* SMILES: Cc1nc(C)c([C@H]([NH3+])O)o1
* charge: +1

The geometry in XYZ format:
```
21
Properties=species:S:1:pos:R:3:forces:R:3:lowdin_charge:R:1
C 0.27479 -0.24316 1.09586 0.2 -0.3 0.0 -0.276
C -0.15393 0.18977 -0.12007 -4.4 -1.0 -0.4 -0.124
C 1.86293 0.90975 0.12546 -0.6 -1.7 1.6 -0.346
C -0.14418 -1.08445 2.25977 -2.8 2.3 1.5 -0.014
C 3.19687 1.45186 -0.20627 0.1 1.7 -0.3 0.022
C -1.62023 -0.05272 -0.92114 4.5 0.4 2.0 -0.247
N 1.54109 0.19980 1.16730 2.8 0.9 1.2 0.166
N -2.66589 0.86255 -0.41813 -1.9 -0.2 0.4 0.258
O 0.80928 0.91499 -0.68603 -0.1 1.4 -2.8 0.110
O -2.13237 -1.29570 -0.62133 -0.2 0.2 -0.2 0.048
H 0.30044 -0.70070 3.22514 -0.3 -0.2 -1.3 0.111
H -1.27787 -1.07640 2.44909 1.5 -0.1 -0.5 0.099
H 0.14475 -2.07272 2.16626 0.7 -2.0 -0.4 0.053
H 3.55128 1.06616 -1.15296 -0.1 -0.1 -0.3 0.086
H 3.19962 2.58781 -0.30676 -0.1 -1.4 0.3 0.119
H 3.92768 1.14685 0.54451 -0.4 0.1 0.1 0.096
H -1.41919 0.13240 -1.93419 -0.1 0.2 -1.6 0.143
H -3.59850 0.56891 -0.75996 0.4 -0.2 0.0 0.194
H -2.66708 0.64994 0.56415 -0.3 0.1 1.0 0.162
H -2.70004 1.87944 -0.49497 1.1 0.1 -0.5 0.194
H -1.57557 -1.96817 -1.03713 -0.1 -0.1 0.1 0.145
```
Forces are in eV/Å.


3.
ORCA calculation (wB97M-V/def2-TZVPD) on 2 unconnected molecules or ions with the total composition C6H11N2O2S.

Properties
* relative energy (zero: lowest compared OMol25 entry of this formula, charge and spin): 5.585 eV
* HOMO: -13.061 eV
* gap between HOMO and LUMO: 8.4 eV
* lowest unoccupied orbital energy: -4.7 eV
* charge: +1

The geometry in XYZ format:
```
22
Properties=species:S:1:pos:R:3:forces:R:3:lowdin_charge:R:1
C -1.20507 2.59681 1.53689 3.2 -1.4 -1.6 0.042
C -0.76559 2.36645 -1.01044 -1.6 -1.9 0.5 0.007
C -1.36837 -0.84857 -0.26644 -1.4 1.2 -2.4 -0.223
C 0.06833 -0.54100 -0.25719 0.3 -1.2 0.8 -0.407
C -1.06918 2.40430 0.26351 1.2 0.7 -1.4 -0.164
C 3.45273 -1.43455 0.07518 -3.1 0.2 0.9 0.004
N 0.98282 -0.08345 -1.06601 0.2 0.7 -0.1 0.042
N -2.12346 -0.84144 0.90039 -1.8 3.0 2.4 0.046
O 0.70529 -0.94228 0.89185 1.0 0.1 0.5 -0.067
O 2.36034 0.90420 1.06973 0.1 -0.6 -1.3 -0.195
S 2.02039 -0.18802 0.21621 1.6 -0.3 0.9 0.987
H -2.13606 2.64126 1.85490 -4.2 0.9 2.0 0.021
H -0.39119 2.37444 2.19231 0.4 0.2 0.5 0.075
H -1.01603 1.45467 -1.58714 0.5 0.7 0.3 0.046
H -0.56150 3.19765 -1.61028 0.4 1.4 -0.5 0.056
H -1.79721 -0.15432 -1.06719 0.2 -0.8 1.2 0.152
H -1.46220 -1.78581 -0.79156 0.2 -0.8 -0.2 0.152
H 3.17726 -2.25244 -0.54653 -0.7 -0.5 -0.5 0.076
H 4.43744 -1.17264 -0.11652 1.5 1.8 -0.7 0.067
H 3.41231 -1.69418 1.10559 0.0 -0.7 1.0 0.065
H -2.46431 0.07205 1.34176 1.1 -1.5 -1.7 0.125
H -2.17180 -1.46619 1.67710 0.8 -1.3 -0.5 0.092
```
Forces are in eV/Å.


4.
ORCA calculation (wB97M-V/def2-TZVPD) on a molecular structure, C6H11N2O4S3SbY.

Properties
* relative energy (zero: lowest compared OMol25 entry of this formula, charge and spin): 0.203 eV
* HOMO (alpha / beta): -8.319 / -8.433 eV
* gap between HOMO and LUMO (alpha / beta): 7.8 / 6.6 eV
* lowest unoccupied orbital energy (alpha / beta): -0.5 / -1.8 eV
* multiplicity: 2
* charge: 0

The geometry in XYZ format:
```
28
Properties=species:S:1:pos:R:3:forces:R:3:lowdin_charge:R:1
Y 2.14772 -1.58439 -0.40931 0.3 0.1 0.0 0.864
O -0.35425 -2.23023 2.89879 0.0 0.0 -0.1 0.094
C 0.21687 -2.10606 1.83939 -0.5 0.0 0.4 -0.604
O 1.47556 -1.87754 1.65272 0.3 0.0 -0.2 -0.168
C -0.59567 -2.07956 0.49285 -0.1 -0.2 0.8 -0.572
O -1.74453 -1.62087 0.46125 -0.1 -0.1 0.1 0.012
O 0.08730 -2.43655 -0.51158 0.1 -0.2 -0.7 -0.128
S 4.33765 -2.90292 -1.15621 -0.2 -0.4 0.3 -0.231
Sb 4.69185 -0.88697 -2.27745 0.3 0.3 -0.4 0.282
S 2.39109 -0.43596 -2.94123 0.1 0.1 0.1 -0.110
S 3.82399 0.64268 -0.61380 -0.1 0.0 0.0 -0.138
N -2.20873 1.05979 0.30876 -0.2 0.4 0.1 0.047
C -1.21620 1.72848 1.21932 -0.1 -0.2 -0.1 -0.081
C 0.03286 0.85801 1.13770 -0.2 0.2 0.2 -0.168
N 0.51965 0.61796 -0.22035 0.2 0.0 0.1 -0.090
C -0.49479 0.39978 -1.25328 -0.1 0.0 -0.4 -0.222
C -1.74412 1.24763 -1.10722 -0.1 0.0 0.2 -0.087
H -3.14127 1.44689 0.44113 0.0 0.0 0.0 0.179
H -2.23050 0.03421 0.52480 0.1 -0.2 -0.1 0.128
H -1.62020 1.71891 2.23039 0.0 0.0 0.0 0.139
H -1.11852 2.75479 0.86453 0.2 0.0 0.1 0.129
H -0.29253 -0.06314 1.60969 0.2 0.1 0.0 0.085
H 0.85260 1.24075 1.74439 -0.1 0.1 0.0 0.146
H 1.16818 1.35484 -0.48642 -0.1 -0.1 -0.1 0.062
H -0.83082 -0.63575 -1.20664 0.1 0.2 -0.2 0.090
H -0.02783 0.53442 -2.23003 -0.1 0.2 0.1 0.074
H -2.52586 0.89905 -1.78089 0.0 0.0 0.0 0.139
H -1.59953 2.32175 -1.23131 0.1 0.0 -0.1 0.129
```
Forces are in eV/Å.


5.
ORCA calculation (wB97M-V/def2-TZVPD) on 2 unconnected molecules or ions with the total composition C6H11N2P.

Properties
* relative energy (zero: lowest compared OMol25 entry of this formula, charge and spin): 0.926 eV
* HOMO: -8.479 eV
* gap between HOMO and LUMO: 9.3 eV
* lowest unoccupied orbital energy: 0.8 eV
* SMILES: C/C=C/n1ccnc1.P
* charge: 0

The geometry in XYZ format:
```
20
Properties=species:S:1:pos:R:3:forces:R:3:lowdin_charge:R:1
C 2.46283 -1.51094 0.65447 -0.9 0.5 1.4 -0.155
C 1.55747 -0.46682 0.93969 1.2 -1.3 0.8 -0.087
C 2.02010 -0.48228 -1.15089 -0.4 0.8 0.4 -0.150
C -1.52526 2.82616 0.31722 1.6 0.2 1.3 -0.106
C -0.70939 1.53073 0.32507 0.8 1.5 -0.8 -0.126
C 0.46291 1.35344 -0.33496 -2.8 0.5 1.4 -0.095
N 2.68002 -1.50105 -0.67271 0.0 0.8 -1.1 0.029
N 1.30219 0.27966 -0.17486 2.5 -4.3 -1.2 -0.065
P -2.56193 -2.50762 -0.79522 1.4 -0.9 0.7 0.544
H 3.02022 -2.28189 1.27354 -1.3 1.3 -0.5 0.117
H 1.02693 -0.25169 1.81534 -0.3 0.4 1.3 0.090
H 1.98076 -0.28037 -2.18516 -0.1 0.6 -0.9 0.103
H -1.27220 3.42091 1.34292 -1.1 -1.4 -2.4 0.130
H -2.59536 2.63434 0.10059 0.6 0.3 0.6 0.074
H -1.08883 3.38831 -0.48696 -0.2 0.9 -0.4 0.043
H -2.74049 -2.60977 0.64404 0.2 0.1 -0.7 -0.184
H -1.15015 0.88307 1.01811 0.1 -1.7 0.8 0.076
H 0.82965 2.10242 -0.97745 0.3 0.8 -0.8 0.110
H -2.63396 -3.94298 -0.92533 -0.1 0.6 0.0 -0.189
H -1.06551 -2.58364 -0.72744 -1.5 0.2 0.0 -0.161
```
Forces are in eV/Å.


6.
ORCA calculation (wB97M-V/def2-TZVPD) on C6H11N3 in the gas phase.

Properties
* relative energy (zero: lowest compared OMol25 entry of this formula, charge and spin): 3.409 eV
* HOMO: -7.612 eV
* gap between HOMO and LUMO: 8.4 eV
* lowest unoccupied orbital energy: 0.8 eV
* SMILES: C[C@@]12N=CNC[C@H]1[C@H]2N
* charge: 0

The geometry in XYZ format:
```
20
Properties=species:S:1:pos:R:3:forces:R:3:lowdin_charge:R:1
C 0.58522 -1.26204 1.11528 -2.2 0.5 -0.1 -0.007
C 0.23196 -0.73194 -0.26504 1.0 1.5 -0.4 -0.488
C -1.98360 -0.72330 -0.56291 1.0 -0.5 0.2 -0.217
C -0.91695 1.35377 0.35154 1.5 -1.2 0.3 -0.127
C 0.11473 0.77294 -0.64226 -0.5 1.2 0.1 -0.146
C 1.40062 -0.03477 -0.86358 0.3 0.0 -1.5 -0.253
H 1.07056 -0.53068 1.74302 0.2 0.1 0.2 0.065
H -0.39210 -1.50858 1.56621 0.6 -0.2 0.3 0.088
H 1.20799 -2.13841 0.99269 0.1 -0.2 0.1 0.088
H -2.96140 -1.12730 -0.87890 0.7 0.2 -0.1 0.125
H -2.99647 0.76003 0.33094 -0.1 0.3 0.1 0.109
H -0.48114 1.41726 1.38385 -0.7 -0.2 -0.7 0.116
H -1.34600 2.29024 0.08343 0.1 1.0 -0.3 0.090
H -0.21262 0.90926 -1.68791 -0.6 -0.4 0.8 0.128
H 1.55361 -0.28666 -1.95780 0.0 0.8 1.3 0.163
H 2.30104 0.65928 0.70591 0.2 0.6 1.2 0.049
H 3.15431 0.86347 -0.62656 0.8 0.9 -0.6 0.059
N -0.87068 -1.29237 -0.91835 -2.1 -2.0 -0.5 0.077
N -2.06892 0.39064 0.25039 0.6 -0.4 0.0 0.018
N 2.60984 0.21915 -0.11994 -0.7 -2.0 -0.4 0.063
```
Forces are in eV/Å.


no.,F_max (eV Å⁻¹),DFT total energy (eV)
1,7.9,-11416.617
2,4.9,-13467.584
3,4.8,-24297.300
4,0.8,-57662.450
5,5.1,-18666.773
6,2.9,-10867.410